Record 1
Below is an isolated molecule of C3H5N3, with properties calculated with wB97M-V/def2-TZVPD.

The geometry in XYZ format:
```
11
Properties=species:S:1:pos:R:3:forces:R:3
N -1.405 -0.808 -0.005 0.6 -0.2 0.3
N -1.429 0.507 0.043 -1.5 0.6 -0.1
N 2.157 0.008 -0.076 -0.4 0.2 3.2
C 0.700 0.063 -0.093 0.4 0.5 0.6
C -0.260 1.090 0.022 3.4 0.4 -0.8
C -0.086 -1.063 -0.073 -1.5 -1.7 0.4
H 0.167 -2.097 0.102 0.4 -0.1 -0.5
H -2.245 1.064 0.168 -0.9 -0.4 -0.2
H -0.157 2.158 -0.084 0.0 0.0 0.3
H 2.412 -0.650 0.891 -0.6 3.0 -3.5
H 2.437 1.041 0.050 0.1 -2.4 0.2
```
Forces are in eV/Å.

The HOMO energy comes out at -8.4 eV. The value obtained for the LUMO energy is 0.873 eV. The value obtained for the orbital gap is 9.316 eV. The SMILES is Nc1cn[nH]c1. The energy above the lowest of the compared OMol25 structures with the same formula, charge and spin comes out at 1.7807 eV.

In the natural (NBO) picture, each atom carries the following charge in e: number 1, N, carries -0.2590; number 2, N, carries -0.3021; number 3, N, carries -0.8092; number 4, C, carries 0.0201; number 5, C, carries -0.1085; number 6, C, carries -0.1017; number 7, H, carries 0.2063; number 8, H, carries 0.3992; number 9, H, carries 0.2119; number 10, H, carries 0.3735; number 11, H, carries 0.3694

***

Record 2
Below is a structure of composition C3HF3O, with properties calculated with wB97M-V/def2-TZVPD.

The geometry in XYZ format:
```
8
Properties=species:S:1:pos:R:3:forces:R:3
F -1.030 -1.277 -1.062 0.0 0.0 0.0
F -0.994 0.821 -1.525 0.1 0.1 -0.1
F -1.158 0.400 1.696 0.0 0.0 -0.1
O 0.953 -0.182 -0.874 0.4 0.3 1.8
C 1.022 0.079 0.629 -1.3 -0.3 -2.2
C -0.298 0.186 0.727 0.8 -0.1 0.1
C -0.439 -0.116 -0.753 -0.4 0.0 0.4
H 1.945 0.089 1.161 0.3 0.0 0.1
```
Forces are in eV/Å.

The HOMO energy comes out at -10.1 eV. The value obtained for the LUMO energy is 0.865 eV. The value obtained for the orbital gap is 11.006 eV. The energy above the lowest of the compared OMol25 structures with the same formula, charge and spin comes out at 1.7120 eV.

In the natural (NBO) picture, each atom carries the following charge in e: number 1, F, carries -0.3103; number 2, F, carries -0.3066; number 3, F, carries -0.2709; number 4, O, carries -0.4985; number 5, C, carries 0.0485; number 6, C, carries 0.2566; number 7, C, carries 0.8527; number 8, H, carries 0.2284

***

Record 3
Below is a cluster of 2 separate species, CH6NO2 in total, with properties calculated with wB97M-V/def2-TZVPD.

The geometry in XYZ format:
```
10
Properties=species:S:1:pos:R:3:forces:R:3
O 0.564 0.547 -0.726 -0.7 -0.4 0.1
O 2.193 -0.553 0.853 -0.2 0.4 0.4
N -1.670 -0.380 -0.035 1.8 -0.3 -0.2
C -0.616 0.760 -0.093 -0.2 -0.3 -0.3
H -1.000 -1.153 0.073 -0.5 -0.2 0.4
H 2.636 -1.186 0.281 -0.3 0.2 -0.2
H -1.955 -0.542 -1.001 -0.1 0.3 -0.1
H -0.399 0.981 0.961 -0.6 0.3 0.2
H 1.486 0.007 0.265 0.6 -0.8 -0.4
H -1.238 1.521 -0.579 0.1 0.8 0.2
```
Forces are in eV/Å.

Its charge is -1. The HOMO energy comes out at -3.5 eV. The value obtained for the LUMO energy is 4.884 eV. The value obtained for the orbital gap is 8.354 eV. The energy above the lowest of the compared OMol25 structures with the same formula, charge and spin comes out at 0.2406 eV.

In the natural (NBO) picture, each atom carries the following charge in e: number 1, O, carries -0.9138; number 2, O, carries -1.0729; number 3, N, carries -0.9051; number 4, C, carries 0.1158; number 5, H, carries 0.3366; number 6, H, carries 0.4368; number 7, H, carries 0.3164; number 8, H, carries 0.1000; number 9, H, carries 0.5027; number 10, H, carries 0.0833

***

Record 4
Below is a cluster of 8 separate species, C41H50IN7O3P in total, with properties calculated with wB97M-V/def2-TZVPD.

The geometry in XYZ format:
```
103
Properties=species:S:1:pos:R:3:forces:R:3
I -0.121 -1.976 7.097 -0.5 -0.4 0.0
P 3.121 -0.140 4.689 1.3 0.3 -1.6
O 3.563 -1.594 5.575 -0.8 0.1 -0.2
O 0.624 -3.911 1.329 0.3 0.0 0.2
O 1.522 -0.344 5.444 -0.2 0.1 -0.1
N 5.236 2.017 2.340 0.1 0.2 0.0
N -1.075 4.851 -2.776 -0.1 0.0 0.0
N -0.820 0.667 -0.940 -0.1 0.0 0.0
N -1.075 2.846 2.954 -0.1 0.1 0.0
N -2.523 -2.708 -4.062 0.0 -0.1 0.0
N -0.752 -7.752 -7.193 0.0 0.0 -0.1
N -1.552 7.303 4.505 0.0 0.1 -0.1
C -1.094 8.130 1.884 0.0 0.0 0.0
C -1.061 6.787 2.215 0.0 0.0 -0.1
C 1.600 -4.020 3.533 0.4 0.0 0.0
C -2.855 1.459 0.046 0.0 0.0 0.0
C -3.114 -5.014 -4.342 0.0 0.0 0.0
C -1.358 9.055 2.882 0.0 0.0 0.0
C 1.489 -7.629 -8.033 0.0 0.0 0.0
C 1.189 -1.652 5.337 0.7 0.8 0.9
C -2.929 2.431 4.417 0.0 0.0 0.0
C -1.477 1.482 -0.116 0.2 0.0 0.2
C -3.590 0.546 -0.693 0.0 0.0 0.0
C -3.718 5.057 -3.629 -0.1 0.0 0.0
C -2.328 3.072 3.347 -0.1 0.0 -0.1
C -0.349 -7.555 -9.547 0.0 0.0 0.0
C -2.922 -0.307 -1.557 -0.1 0.0 0.0
C -1.541 -0.206 -1.640 0.1 0.0 0.0
C -0.377 1.941 3.641 0.1 0.0 -0.2
C -2.189 1.488 5.115 0.0 0.0 0.0
C 6.561 1.946 2.372 0.1 0.0 0.1
C -2.116 -5.177 -5.289 0.0 -0.1 -0.1
C 5.364 2.185 -0.044 0.0 0.0 0.0
C -3.274 -3.765 -3.762 -0.1 0.0 0.1
C -2.813 6.074 -3.884 0.0 0.0 0.0
C -0.709 -3.484 1.447 0.2 0.2 0.0
C -1.956 3.882 -2.538 0.1 -0.1 0.1
C -1.326 -4.087 -5.614 0.0 0.0 0.0
C 0.566 -7.735 -7.004 0.0 0.0 0.2
C 7.362 1.991 1.239 0.0 0.0 0.0
C -1.577 8.590 4.169 0.0 0.0 0.1
C 4.659 2.134 1.151 -0.2 0.0 0.0
C 1.019 -7.538 -9.332 0.0 0.0 0.0
C -1.297 6.427 3.534 0.0 -0.1 0.1
C -3.283 3.937 -2.942 0.0 0.0 0.0
C -0.888 1.233 4.718 -0.2 0.0 0.0
C -1.569 -2.881 -4.974 0.1 0.1 0.0
C 6.746 2.114 0.004 0.0 0.0 0.0
C -1.510 5.920 -3.438 0.1 0.0 0.0
C -1.187 -7.662 -8.448 -0.1 0.0 0.0
C 2.475 -2.495 5.510 1.1 -0.2 0.0
C 2.747 -3.604 4.460 -0.8 0.2 0.1
C 1.488 -3.218 2.260 -0.8 -0.7 -0.4
H -0.768 6.692 -3.619 0.0 0.0 0.0
H -2.264 -7.675 -8.572 0.0 0.0 -0.1
H -3.953 3.118 -2.720 0.0 0.0 0.0
H -1.353 -4.203 0.961 -0.1 -0.2 -0.2
H -0.970 -2.004 -5.195 0.0 0.0 0.0
H 8.438 1.929 1.325 0.0 0.0 0.0
H -1.393 10.115 2.668 0.0 0.0 0.0
H 3.583 -3.277 3.863 0.4 0.2 -0.2
H -1.015 -3.388 2.483 -0.1 -0.1 0.4
H -1.585 3.021 -1.992 0.0 0.1 -0.1
H 3.575 2.185 1.162 0.0 0.0 -0.1
H 1.072 -2.239 2.430 0.2 0.6 0.0
H 3.593 0.748 5.713 -0.2 -0.4 0.4
H -1.277 5.387 3.831 0.1 0.0 0.0
H -3.753 -5.837 -4.055 0.0 0.0 0.0
H -0.760 -7.487 -10.545 0.0 0.0 0.0
H -0.270 0.500 5.216 0.1 0.2 0.0
H 0.645 -4.051 4.041 -0.3 0.0 0.3
H 2.450 -3.160 1.780 0.4 0.3 -0.2
H 0.891 -7.811 -5.973 0.1 0.0 0.0
H 4.839 2.277 -0.986 0.0 0.0 0.0
H -0.915 8.451 0.866 0.0 0.0 0.0
H -2.619 0.954 5.953 0.0 0.0 0.0
H -3.450 -1.036 -2.155 0.1 0.0 -0.1
H 2.549 -7.617 -7.818 0.0 0.0 0.0
H -0.842 -2.509 0.985 -0.1 0.3 -0.2
H -0.867 2.182 0.444 -0.1 0.0 0.1
H 3.069 -4.486 4.998 0.2 -0.3 0.2
H -3.109 6.968 -4.417 0.0 0.0 0.0
H 2.463 -2.972 6.480 -0.3 -0.2 0.3
H 0.641 1.772 3.308 0.0 -0.1 0.1
H -1.784 9.281 4.979 0.0 0.0 0.0
H -1.954 -6.135 -5.767 0.0 0.0 0.0
H 1.796 -5.027 3.190 0.0 -0.5 0.0
H 0.569 -1.865 4.484 -0.5 -0.3 -0.2
H 7.333 2.150 -0.905 0.0 0.0 0.0
H -4.746 5.137 -3.961 0.0 0.0 0.0
H -3.950 2.662 4.691 0.0 0.0 0.0
H -3.334 2.141 0.734 0.0 0.0 0.0
H -4.042 -3.595 -3.015 0.0 -0.1 0.0
H -0.536 -4.169 -6.347 0.0 0.0 0.0
H -4.668 0.498 -0.595 0.0 0.0 0.0
H -0.980 -0.858 -2.300 -0.1 -0.1 0.0
H -0.855 6.028 1.472 0.0 0.0 0.0
H 2.589 -0.960 3.600 -0.1 -0.3 0.1
H 4.386 -0.164 3.986 0.0 0.3 0.3
H 1.707 -7.453 -10.163 0.0 0.0 0.0
H 2.693 1.022 3.918 -0.1 -0.1 0.2
H -2.872 3.811 2.764 -0.1 0.0 0.1
H 6.998 1.841 3.359 0.0 0.0 0.0
```
Forces are in eV/Å.

Its charge is -1. The HOMO energy comes out at -4.5 eV. The value obtained for the LUMO energy is 1.751 eV. The value obtained for the orbital gap is 6.273 eV.

Results of the Löwdin charge analysis, in e, for atoms 1 through 99: number 1, I, carries 0.6917; number 2, P, carries 0.4599; number 3, O, carries -0.3399; number 4, O, carries -0.1964; number 5, O, carries -0.4705; number 6, N, carries 0.0681; number 7, N, carries 0.0620; number 8, N, carries 0.0624; number 9, N, carries 0.0448; number 10, N, carries 0.0559; number 11, N, carries 0.0453; number 12, N, carries 0.0564; number 13, C, carries -0.0885; number 14, C, carries -0.0633; number 15, C, carries -0.1873; number 16, C, carries -0.0790; number 17, C, carries -0.0703; number 18, C, carries -0.0883; number 19, C, carries -0.0713; number 20, C, carries -0.7593; number 21, C, carries -0.0800; number 22, C, carries -0.1796; number 23, C, carries -0.0887; number 24, C, carries -0.0893; number 25, C, carries -0.2137; number 26, C, carries -0.0748; number 27, C, carries -0.0784; number 28, C, carries -0.1593; number 29, C, carries -0.1169; number 30, C, carries -0.0668; number 31, C, carries -0.1568; number 32, C, carries -0.0784; number 33, C, carries -0.0797; number 34, C, carries -0.1546; number 35, C, carries -0.0859; number 36, C, carries -0.1253; number 37, C, carries -0.1341; number 38, C, carries -0.0707; number 39, C, carries -0.1493; number 40, C, carries -0.0872; number 41, C, carries -0.1705; number 42, C, carries -0.1461; number 43, C, carries -0.0819; number 44, C, carries -0.1439; number 45, C, carries -0.0647; number 46, C, carries -0.0430; number 47, C, carries -0.1525; number 48, C, carries -0.1005; number 49, C, carries -0.1667; number 50, C, carries -0.1542; number 51, C, carries -0.4624; number 52, C, carries -0.1295; number 53, C, carries -0.2234; number 54, H, carries 0.0985; number 55, H, carries 0.1046; number 56, H, carries 0.0971; number 57, H, carries 0.0787; number 58, H, carries 0.1042; number 59, H, carries 0.0926; number 60, H, carries 0.0936; number 61, H, carries 0.1066; number 62, H, carries 0.0802; number 63, H, carries 0.0794; number 64, H, carries 0.1052; number 65, H, carries 0.0930; number 66, H, carries -0.0225; number 67, H, carries 0.0807; number 68, H, carries 0.0999; number 69, H, carries 0.0999; number 70, H, carries 0.0460; number 71, H, carries 0.1034; number 72, H, carries 0.1214; number 73, H, carries 0.1082; number 74, H, carries 0.0967; number 75, H, carries 0.1010; number 76, H, carries 0.1003; number 77, H, carries 0.0750; number 78, H, carries 0.1020; number 79, H, carries 0.0776; number 80, H, carries 0.0938; number 81, H, carries 0.1002; number 82, H, carries 0.0951; number 83, H, carries 0.0800; number 84, H, carries 0.0877; number 85, H, carries 0.0969; number 86, H, carries 0.0754; number 87, H, carries 0.1079; number 88, H, carries 0.0503; number 89, H, carries 0.0965; number 90, H, carries 0.1009; number 91, H, carries 0.0946; number 92, H, carries 0.0915; number 93, H, carries 0.1009; number 94, H, carries 0.0981; number 95, H, carries 0.1008; number 96, H, carries 0.0920; number 97, H, carries 0.1037; number 98, H, carries -0.0043; number 99, H, carries -0.0527

***

Record 5
Below is a cluster of 8 separate species, C6H29N2O7 in total, with properties calculated with wB97M-V/def2-TZVPD.

The geometry in XYZ format:
```
44
Properties=species:S:1:pos:R:3:forces:R:3
O -0.362 -0.736 -3.016 -3.0 -0.6 0.8
O -3.461 -0.020 -3.176 -0.9 -2.3 -1.0
O -3.291 1.525 0.006 -0.7 1.9 2.7
O -1.953 -0.602 -0.800 -4.1 0.4 -4.1
O 1.002 3.620 -1.067 -0.1 1.5 -0.9
O -1.701 0.377 2.438 -0.7 -0.3 0.0
O -1.899 1.845 -1.990 1.3 -0.2 -0.1
N 1.569 0.621 -2.006 1.5 -0.1 0.8
N 2.206 -1.001 3.803 -2.1 2.0 -0.4
C 0.992 0.121 0.509 2.1 0.5 -4.1
C 1.619 -0.222 2.780 0.2 1.2 3.4
C 2.164 -2.022 1.131 -3.3 1.3 -1.5
C 1.644 -0.602 1.522 1.0 -1.7 1.3
C 2.307 0.477 -0.555 -5.0 -0.7 -1.5
C 1.079 -3.035 1.680 -1.5 1.9 -3.7
H 2.942 -0.384 -0.556 0.4 -0.2 -0.4
H -3.061 1.873 0.936 -0.2 -1.3 -1.5
H 0.758 -0.086 -2.218 0.5 1.2 0.1
H -0.964 0.216 3.048 -0.5 -0.2 0.0
H 2.242 -2.117 -0.022 0.0 0.1 2.0
H 2.281 0.303 -2.729 -1.1 1.3 0.7
H 0.193 -2.611 2.151 0.5 0.5 0.4
H -3.731 -0.835 -3.757 0.6 2.1 1.8
H -2.835 0.026 -0.783 2.8 -1.5 1.2
H -2.413 1.588 -2.752 -0.3 0.0 -0.6
H 2.455 -0.585 4.654 0.2 0.7 1.0
H -3.723 -0.226 -2.241 -0.1 -0.1 -1.3
H -1.002 -0.378 -3.708 1.2 -0.4 1.2
H 1.187 1.647 -2.081 0.9 -2.0 -0.1
H -1.018 -0.889 -2.184 1.3 0.3 -2.0
H -3.624 2.369 -0.367 0.3 -0.8 -0.4
H 2.693 -1.803 3.618 1.2 -2.1 -0.8
H -1.636 0.968 -1.613 -0.2 1.3 -0.4
H 0.336 -0.697 0.011 0.6 2.1 0.1
H 2.813 1.413 -0.494 0.2 0.6 0.8
H 1.590 -3.640 2.273 1.6 -3.0 2.9
H 0.486 3.502 -0.257 -0.2 0.1 -0.1
H 1.092 0.743 3.253 1.3 -2.1 -1.6
H 0.725 4.518 -1.447 0.4 -2.0 0.9
H -2.526 -0.025 2.802 1.1 0.3 -0.2
H -1.500 -0.555 -0.021 1.3 0.6 3.8
H 0.590 -3.631 0.885 0.7 0.1 0.1
H 0.628 1.108 0.778 -0.9 -0.4 0.0
H 3.107 -2.156 1.560 1.5 -0.6 0.6
```
Forces are in eV/Å.

As for the spin multiplicity: 2. The HOMO energy (spin up / spin down) comes out at -2.1 / -8.2 eV. The value obtained for the LUMO energy (spin up / spin down) is 0.455 / 0.330 eV. The value obtained for the orbital gap (spin up / spin down) is 2.565 / 8.507 eV. The energy above the lowest of the compared OMol25 structures with the same formula, charge and spin comes out at 4.1092 eV.

In the natural (NBO) picture, each atom carries the following charge in e: number 1, O, carries -1.0598; number 2, O, carries -1.0465; number 3, O, carries -1.0693; number 4, O, carries -1.0596; number 5, O, carries -1.0399; number 6, O, carries -1.0473; number 7, O, carries -1.0204; number 8, N, carries -0.8171; number 9, N, carries -0.8356; number 10, C, carries -0.4107; number 11, C, carries -0.0159; number 12, C, carries -0.4319; number 13, C, carries -0.1334; number 14, C, carries -0.2208; number 15, C, carries -0.6209; number 16, H, carries 0.1981; number 17, H, carries 0.4587; number 18, H, carries 0.4635; number 19, H, carries 0.4725; number 20, H, carries 0.2036; number 21, H, carries 0.4053; number 22, H, carries 0.2203; number 23, H, carries 0.4676; number 24, H, carries 0.4840; number 25, H, carries 0.4755; number 26, H, carries 0.3803; number 27, H, carries 0.4555; number 28, H, carries 0.4982; number 29, H, carries 0.4670; number 30, H, carries 0.5149; number 31, H, carries 0.4765; number 32, H, carries 0.3704; number 33, H, carries 0.4690; number 34, H, carries 0.1960; number 35, H, carries 0.2194; number 36, H, carries 0.2004; number 37, H, carries 0.4510; number 38, H, carries 0.1943; number 39, H, carries 0.4789; number 40, H, carries 0.4718; number 41, H, carries 0.4869; number 42, H, carries 0.2140; number 43, H, carries 0.2301; number 44, H, carries 0.2055

***

| no. | largest force on an atom (eV/A) |
| --- | --- |
| 1 | 4.67 |
| 2 | 2.54 |
| 3 | 1.85 |
| 4 | 2.10 |
| 5 | 5.77 |